Density functional theory data (ωB97M-V/def2-TZVPD) for 7 unconnected molecules or ions with the total composition C17H46F6N4O7 in a non-equilibrium geometry.

Summary:
Calculated total energy ... -2020.20583 hartree
Relative energy (zero: lowest compared OMol25 entry of this formula, charge and spin) ... 0.00 kcal per mole
Molecular weight ... 532.6 g mol⁻¹

```
80
C17H46F6N4O7 ωB97M-V/def2-TZVPD
N -3.85 15.75 -14.82
H -2.90 15.38 -14.85
H -3.85 16.68 -15.23
H -4.21 15.80 -13.83
H -4.48 15.12 -15.40
N -7.09 13.87 -14.58
H -6.79 14.59 -13.89
H -6.30 13.70 -15.24
H -7.92 14.33 -15.08
H -7.39 13.01 -14.09
C -5.47 16.32 -11.79
O -4.09 16.55 -12.15
O -6.06 15.77 -12.82
C -5.54 15.51 -10.50
F -4.88 14.36 -10.57
F -5.03 16.21 -9.46
F -6.82 15.25 -10.19
C -3.40 17.58 -11.48
C -1.94 17.52 -11.92
H -1.32 18.17 -11.32
H -1.59 16.48 -11.88
H -1.84 17.75 -12.99
H -3.40 17.43 -10.40
H -3.85 18.55 -11.70
H -5.93 17.31 -11.55
C -4.88 12.91 -17.00
O -5.80 11.98 -16.43
O -5.09 14.11 -16.54
C -3.43 12.45 -16.84
F -3.21 12.01 -15.56
F -3.11 11.46 -17.65
F -2.55 13.47 -17.03
C -5.96 10.78 -17.14
C -7.15 10.04 -16.55
H -8.05 10.19 -17.16
H -7.02 8.96 -16.54
H -7.34 10.38 -15.54
H -5.06 10.15 -17.06
H -6.09 11.00 -18.20
H -5.10 12.88 -18.10
C -9.76 17.70 -12.28
O -9.34 16.74 -13.23
H -10.85 17.78 -12.28
H -9.48 17.41 -11.26
H -9.37 18.71 -12.49
H -8.38 16.56 -13.09
C -4.81 11.79 -12.65
C -5.96 10.82 -12.87
C -5.82 9.57 -12.01
O -7.05 8.86 -12.02
C -6.89 7.53 -11.61
N -7.24 11.52 -12.67
H -4.86 12.18 -11.62
H -4.85 12.67 -13.28
H -3.84 11.31 -12.79
H -5.88 10.46 -13.90
H -5.57 9.82 -10.97
H -5.01 8.95 -12.44
H -6.15 6.99 -12.22
H -7.84 7.02 -11.74
H -6.57 7.46 -10.56
H -7.31 11.83 -11.71
H -8.02 10.88 -12.78
C -10.36 13.62 -17.30
C -9.43 14.82 -17.30
C -10.00 15.89 -18.21
O -9.05 16.91 -18.43
C -9.55 17.89 -19.30
N -9.26 15.30 -15.91
H -11.39 13.85 -17.02
H -9.99 12.86 -16.61
H -10.33 13.10 -18.26
H -8.43 14.51 -17.64
H -10.88 16.32 -17.70
H -10.36 15.47 -19.16
H -8.78 18.64 -19.49
H -10.43 18.37 -18.86
H -9.80 17.49 -20.30
H -10.19 15.37 -15.49
H -8.94 16.27 -15.89
```

Density functional theory data (ωB97M-V/def2-TZVPD) for a molecular structure, C17H46O2PPtSSi3.

Summary:
Calculated total energy ... -2553.08304 hartree
Charge ... +1
Relative energy (zero: lowest compared OMol25 entry of this formula, charge and spin) ... 0.00 kcal per mole
Molecular weight ... 624.9 g mol⁻¹

```
71
C17H46O2PPtSSi3 ωB97M-V/def2-TZVPD
Pt -0.48 -0.13 -0.18
C 2.63 -0.83 -1.07
O 1.62 0.06 -0.61
Si 1.77 1.70 -0.16
C 2.83 1.73 1.37
C 2.77 2.59 -1.46
C -0.08 1.98 -0.05
Si -0.55 2.72 1.62
C 0.33 4.36 1.90
C -2.36 3.11 1.88
C -0.11 1.57 3.06
Si -0.78 2.79 -1.60
C -2.62 3.13 -1.56
C -0.48 1.75 -3.14
C -0.02 4.49 -1.93
H 3.23 -1.18 -0.22
H 3.28 -0.32 -1.78
H 2.15 -1.67 -1.55
H 3.83 1.37 1.12
H 2.44 1.12 2.18
H 2.95 2.76 1.73
H 3.81 2.24 -1.43
H 2.80 3.65 -1.22
H 2.40 2.48 -2.48
H 0.20 5.04 1.06
H 1.40 4.25 2.07
H -0.09 4.85 2.78
H -2.75 3.88 1.21
H -2.47 3.47 2.90
H -2.99 2.23 1.79
H 0.87 1.81 3.49
H -0.11 0.51 2.78
H -0.84 1.71 3.85
H -3.23 2.27 -1.31
H -2.91 3.46 -2.56
H -2.88 3.94 -0.87
H -0.68 0.69 -2.99
H 0.54 1.85 -3.53
H -1.15 2.11 -3.93
H -0.08 5.13 -1.05
H -0.59 4.98 -2.72
H 1.02 4.45 -2.25
C -4.19 0.44 0.17
P -2.64 -0.53 0.13
C -2.82 -1.42 1.71
C -3.13 -1.68 -1.20
H -4.96 -0.29 0.43
H -4.43 0.86 -0.80
H -4.19 1.22 0.92
H -3.76 -1.97 1.76
H -2.82 -0.67 2.51
H -1.99 -2.10 1.88
H -4.04 -2.22 -0.94
H -2.33 -2.37 -1.43
H -3.32 -1.09 -2.10
C 1.24 -3.12 2.28
C 1.08 -4.06 1.09
S -0.38 -3.59 0.15
O 0.01 -2.24 -0.45
C -0.26 -4.75 -1.24
C -1.39 -5.77 -1.21
H 2.03 -3.49 2.94
H 0.32 -3.04 2.86
H 1.52 -2.12 1.94
H 0.94 -5.10 1.39
H 1.92 -4.00 0.40
H 0.73 -5.22 -1.20
H -0.29 -4.11 -2.12
H -1.29 -6.46 -0.36
H -1.37 -6.36 -2.12
H -2.36 -5.28 -1.13
```

Density functional theory data (ωB97M-V/def2-TZVPD) for a molecular structure, C17H47Br6N9O8P2 in a non-equilibrium geometry.

Summary:
Calculated total energy ... -17895.71274 hartree
Relative energy (zero: lowest compared OMol25 entry of this formula, charge and spin) ... 334.29 kcal per mole
Molecular weight ... 1047.0 g mol⁻¹

```
89
C17H47Br6N9O8P2 ωB97M-V/def2-TZVPD
C 2.25 1.31 -2.57
N 2.33 2.03 -3.86
O 1.89 1.43 -4.86
O 2.78 3.16 -3.73
H 2.86 0.41 -2.54
H 1.19 1.07 -2.46
H 2.58 1.91 -1.73
C 4.96 -0.82 -1.28
N 5.73 -0.72 0.03
O 5.08 -0.13 0.90
O 6.82 -1.32 0.19
H 4.72 -1.80 -1.68
H 5.76 -0.28 -1.80
H 4.02 -0.27 -1.24
C 1.04 -0.65 0.42
N 2.13 -0.16 -0.47
O 2.67 -0.99 -1.21
O 2.41 1.04 -0.41
H 0.38 0.21 0.50
H 1.49 -0.87 1.39
H 0.54 -1.54 0.04
O -0.52 -0.23 -0.29
P -1.37 -0.09 -1.53
N -3.02 -0.38 -1.27
C -4.09 0.73 -1.16
C -3.24 -1.77 -0.58
N -0.91 -0.85 -3.01
C -1.95 -1.50 -3.82
C 0.42 -1.11 -3.37
N -1.30 1.44 -2.13
C -0.76 2.57 -1.35
C -1.83 1.78 -3.49
H -3.58 1.50 -0.58
H -5.02 0.39 -0.70
H -4.45 1.10 -2.12
H -2.30 -2.18 -0.19
H -3.60 -2.45 -1.35
H -3.93 -1.91 0.25
H -3.01 -1.35 -3.64
H -1.99 -1.07 -4.81
H -1.72 -2.55 -4.00
H 0.74 -0.61 -4.28
H 1.12 -0.74 -2.61
H 0.67 -2.17 -3.34
H -1.27 2.77 -0.41
H 0.28 2.25 -1.21
H -0.76 3.52 -1.89
H -1.07 1.73 -4.27
H -2.35 2.74 -3.43
H -2.56 1.04 -3.80
O -1.59 1.06 4.77
P -0.99 0.78 3.44
N -2.09 1.00 2.07
C -1.69 0.64 0.77
C -3.18 1.99 2.22
N -0.54 -0.92 3.31
C -1.41 -2.00 3.75
C 0.53 -1.34 2.48
N 0.45 1.70 3.12
C 1.53 1.60 4.15
C 0.00 3.09 2.89
H -2.07 -0.37 0.61
H -0.62 0.61 0.92
H -1.94 1.34 -0.03
H -4.10 1.53 1.86
H -3.14 2.86 1.56
H -3.29 2.31 3.25
H -0.92 -2.54 4.55
H -2.34 -1.65 4.20
H -1.68 -2.72 2.97
H 1.46 -0.76 2.48
H 0.91 -2.34 2.68
H 0.16 -1.19 1.46
H 2.13 0.70 4.02
H 2.11 2.51 4.29
H 0.97 1.34 5.05
H -0.39 3.64 3.75
H -0.69 3.24 2.06
H 0.83 3.81 2.90
C 2.61 -2.61 2.75
Br 1.10 -3.09 3.95
Br 3.37 -0.86 3.17
Br 2.09 -2.64 0.91
H 3.41 -3.33 2.86
C -0.31 -2.39 -0.89
Br -1.42 -3.30 -2.27
Br 1.65 -2.79 -1.32
Br -0.65 -3.15 0.86
H -0.56 -1.33 -0.81
```

Computed values of E_LUMO (unit: eV) for the preceding records, in sequence: 0.5918; -2.5012; -0.7602.
Computed values of HOMO level (unit: Ha) for the preceding records, in sequence: -0.3142; -0.4252; -0.2829.
Computed values of Kohn-Sham gap (unit: Ha) for the preceding records, in sequence: 0.3359; 0.3333; 0.2549.